ORCA calculation (wB97M-V/def2-TZVPD) on a cluster of 6 separate species, C19H39Br10INO in total.

- Orbital gap: 8.79 eV
- Charge: +1
- E_LUMO: -0.1033 Eh

Structure (XYZ):
```
71
Properties=species:S:1:pos:R:3:forces:R:3:lowdin_charge:R:1
C 1.1954 2.1732 -3.2856 -0.09 -0.04 0.08 -0.04
C 1.2320 0.9908 -2.2957 -0.11 0.46 0.24 -0.19
N 1.8512 -0.2379 -2.9108 0.13 0.01 -0.05 -0.04
C 2.7812 -0.9524 -1.9681 -0.04 -0.09 0.26 -0.08
C 1.9772 -1.7324 -0.9353 0.19 0.08 -0.03 -0.15
O 1.0273 -2.6035 -1.5444 0.02 0.28 -0.01 -0.14
C 1.0672 -2.6343 -2.9503 -0.20 0.16 -0.26 -0.15
C 0.8933 -1.2379 -3.6081 -0.01 -0.45 -0.20 -0.16
C -0.5460 -0.7082 -3.8207 -0.02 0.02 -0.19 -0.20
C -1.7319 -1.0500 -2.8893 -0.06 0.07 0.10 -0.70
C -1.5582 -0.9742 -1.3599 -0.11 0.03 0.12 -0.15
I -2.6018 -2.9534 -3.4609 -0.02 0.06 0.00 0.93
H 1.4148 1.8614 -4.3161 -0.04 0.04 0.19 0.09
H 1.9162 2.9479 -3.0047 -0.12 -0.19 -0.09 0.09
H 0.1996 2.6325 -3.2977 0.25 -0.10 0.05 0.07
H 1.8422 1.2299 -1.4183 -0.16 0.00 -0.22 0.09
H 0.2351 0.7454 -1.9298 0.30 0.05 -0.11 0.06
H 2.4482 0.1277 -3.6473 0.01 -0.01 -0.09 0.17
H 3.4245 -1.6017 -2.5729 -0.18 0.13 0.16 0.14
H 3.4019 -0.1964 -1.4771 -0.09 -0.18 -0.06 0.11
H 1.4380 -1.0485 -0.2619 0.11 -0.10 -0.16 0.10
H 2.6734 -2.3104 -0.3179 -0.07 0.04 -0.04 0.12
H 1.9905 -3.1101 -3.3138 -0.14 0.13 0.06 0.14
H 0.2292 -3.2622 -3.2688 0.20 0.12 0.02 0.08
H 1.3177 -1.3410 -4.6185 -0.10 0.09 0.30 0.16
H -0.8128 -1.0774 -4.8202 -0.03 0.15 0.24 0.10
H -0.5184 0.3870 -3.9365 0.06 -0.30 0.06 0.11
H -2.5368 -0.3635 -3.1736 0.26 -0.19 -0.03 0.07
H -2.2864 -0.2633 -0.9442 0.23 -0.20 -0.11 0.06
H -0.5635 -0.6341 -1.0632 -0.25 -0.12 -0.02 0.02
H -1.7171 -1.9387 -0.8670 0.08 0.21 -0.15 0.06
Br -0.2378 -5.1362 2.0035 0.00 0.00 -0.01 0.62
C -0.2592 -5.2279 0.0644 0.00 0.04 0.02 -0.71
C -1.6332 -5.5063 -0.4878 0.02 -0.05 0.02 -0.74
Br -2.1773 -7.3518 -0.2405 0.01 0.03 0.02 0.63
H 0.4523 -5.9981 -0.2198 0.00 0.00 -0.01 0.05
H 0.0911 -4.2582 -0.2836 -0.04 -0.07 0.01 0.02
H -1.6364 -5.3275 -1.5608 -0.02 -0.03 0.01 0.00
H -2.3946 -4.8911 -0.0164 0.01 0.02 -0.02 0.05
Br 0.0637 1.6241 1.0051 0.12 -0.04 0.11 0.67
C -1.3283 2.9439 1.3403 0.03 0.06 -0.04 -0.65
C -2.5904 2.6095 0.5979 0.00 0.03 -0.03 -0.68
Br -2.4160 2.9522 -1.3167 0.00 -0.11 0.01 0.63
H -0.9166 3.8999 1.0316 -0.01 0.01 0.05 0.06
H -1.4875 2.9399 2.4163 -0.03 -0.07 -0.02 0.01
H -3.3976 3.2483 0.9460 0.00 0.02 -0.02 0.01
H -2.8759 1.5676 0.7059 -0.01 0.01 0.03 0.05
Br 3.7363 0.6709 1.5795 0.05 -0.03 -0.11 0.63
C 5.5359 0.1432 2.1274 0.00 -0.03 0.06 -0.66
C 6.0091 -1.1200 1.4565 -0.08 -0.01 -0.05 -0.70
Br 5.0602 -2.6905 2.0844 -0.05 0.04 -0.07 0.64
H 5.4891 0.0324 3.2065 0.02 0.01 -0.01 0.05
H 6.1823 0.9790 1.8712 -0.02 0.00 -0.03 0.06
H 7.0607 -1.2841 1.6806 -0.01 0.01 0.04 0.07
H 5.8769 -1.0805 0.3784 0.04 0.02 0.02 0.04
Br -0.3153 2.7661 5.1486 -0.08 0.03 0.01 0.64
C 1.5455 2.3564 5.5200 0.01 0.02 0.01 -0.68
C 1.9661 1.0552 4.8927 -0.02 -0.10 -0.02 -0.74
Br 1.2197 -0.4850 5.8059 0.00 0.02 -0.03 0.63
H 1.6452 2.3430 6.6010 0.01 0.01 -0.01 0.05
H 2.1240 3.1802 5.1079 -0.01 -0.01 -0.02 0.06
H 3.0475 0.9462 4.9461 -0.01 0.01 0.02 0.05
H 1.6449 0.9848 3.8578 0.04 0.03 0.00 -0.01
Br -5.0113 3.8303 3.3927 0.04 -0.03 -0.07 0.62
C -6.1413 4.0126 1.8171 -0.01 0.00 0.03 -0.71
C -7.5837 4.2503 2.1846 -0.03 -0.04 0.04 -0.70
Br -8.4215 2.6504 2.8910 0.02 0.03 0.00 0.62
H -6.0237 3.0976 1.2431 0.00 0.02 -0.02 0.05
H -5.7483 4.8585 1.2567 -0.01 0.02 0.03 0.06
H -8.1517 4.5301 1.3003 0.01 -0.02 -0.01 0.06
H -7.6867 5.0204 2.9431 0.00 0.02 -0.03 0.05
```
Forces are in eV/Å.